A 2-piece molecular cluster, C5H6I2N2 overall. Source: OMol25; level of theory: wB97M-V/def2-TZVPD.

```
15
Properties=species:S:1:pos:R:3:mulliken_charge:R:1
I 2.7832 0.6536 -0.0920 0.047
I -2.2639 2.1563 -0.1249 0.103
N 0.0761 -2.2632 0.8487 -0.628
N -0.3862 -0.1891 0.4113 0.248
C -0.5774 1.1134 0.6354 -0.499
C -0.5071 -2.2737 -0.3863 -0.655
C -0.8298 -0.9522 -0.7012 -0.196
C 0.1179 -1.1007 1.3343 -0.050
C 1.1605 1.7138 -0.8178 -0.810
H 0.9593 1.3056 -1.8746 0.277
H -0.6368 -3.1246 -0.8283 0.581
H -1.5270 -0.5063 -1.3921 0.288
H -0.2739 1.4749 1.6228 0.401
H 0.4946 -0.7139 2.2240 0.418
H 1.4105 2.7062 -0.8594 0.473
```

Spin multiplicity ... 1
HOMO energy (spin up / spin down) ... -8.25 / -8.25 eV
Kohn-Sham gap (spin up / spin down) ... 7.9 / 7.9 eV
LUMO (spin up / spin down) ... -0.33 / -0.33 eV

One molecule with the formula C5H6INO. Source: OMol25; level of theory: wB97M-V/def2-TZVPD.

```
14
Properties=species:S:1:pos:R:3:mulliken_charge:R:1
I -3.3044 0.2169 -0.2500 -0.012
O -1.0666 0.0066 1.8307 -0.503
N -0.8393 -1.4076 0.0142 -0.514
C -0.1819 1.0747 -0.0759 -0.997
C 1.2546 0.5701 -0.3778 -0.218
C 1.4465 -0.7002 -0.6322 -0.438
C 0.2808 -1.6728 -0.5285 -0.100
C -1.1694 -0.0307 0.3978 0.527
H 2.4398 -0.9949 -0.8474 0.394
H -0.0616 1.6882 0.7563 0.438
H 0.3918 -2.6489 -1.0639 0.347
H 1.9143 1.4080 -0.4510 0.402
H -0.5610 1.7362 -0.8802 0.377
H -0.5436 0.7542 2.1078 0.297
```

Spin multiplicity ... 1
HOMO energy ... -9.21 eV
SMILES string ... O[C@@]1(I)CC=CC=N1
Kohn-Sham gap ... 9.2 eV
LUMO ... -0.02 eV

E_tot per entry: -24459.9287, -16918.5276 eV
Strongest force on any atom per entry: 0.14882, 0.06348 hartree/bohr
Relative energy (zero: lowest compared OMol25 entry of this formula, charge and spin) per entry: 51.2, 37.9 kcal per mole